# 1
ORCA calculation (ωB97M-V/def2-TZVPD) on 2 unconnected molecules or ions with the total composition C16H14BCl2N.

Last column: Löwdin charge in e.
Positions of all 34 atoms, in Å:
Cl (6.725, 0.755, -1.748)  0.68
C (5.198, 0.539, -1.017)  -0.70
C (5.124, 0.057, 0.303)  -0.10
C (3.871, -0.127, 0.886)  -0.03
C (2.689, 0.171, 0.162)  -0.23
C (1.398, -0.007, 0.778)  -0.06
C (0.222, 0.177, 0.135)  -0.07
C (-1.060, 0.094, 0.871)  -0.16
C (-2.291, 0.585, 0.158)  -0.22
C (-3.220, 1.327, 0.877)  -0.04
C (-4.363, 1.818, 0.256)  -0.10
C (-4.577, 1.518, -1.103)  -0.69
Cl (-5.979, 2.119, -1.882)  0.68
C (-3.649, 0.758, -1.838)  -0.09
C (-2.504, 0.277, -1.187)  -0.03
C (2.795, 0.652, -1.164)  -0.02
C (4.041, 0.836, -1.757)  -0.10
H (6.032, -0.170, 0.853)  0.10
H (3.778, -0.500, 1.905)  0.11
H (1.368, -0.353, 1.811)  0.12
H (0.172, 0.356, -0.924)  0.09
H (-0.965, 0.549, 1.870)  0.13
H (-1.184, -0.935, 1.020)  0.05
H (-3.036, 1.493, 1.941)  0.12
H (-5.085, 2.425, 0.809)  0.11
H (-3.826, 0.545, -2.896)  0.11
H (-1.794, -0.360, -1.715)  0.12
H (1.885, 0.890, -1.717)  0.10
H (4.112, 1.202, -2.777)  0.10
B (-1.803, -3.317, 1.577)  -0.02
C (-0.384, -3.712, 1.281)  -0.20
N (0.751, -3.960, 1.037)  0.15
H (-1.960, -2.664, 2.579)  0.04
H (-2.482, -3.037, 0.613)  0.04

Computed properties:
- HOMO level (eV) = -8.16
- Kohn-Sham gap (eV) = 6.48

***

# 2
ORCA calculation (ωB97M-V/def2-TZVPD) on a molecular structure, C16H14BF5N6OZn.

Last column: Löwdin charge in e.
Positions of all 44 atoms, in Å:
H (0.895, -0.422, 2.700)  0.13
N (0.273, -1.436, 0.974)  0.07
B (-1.230, -2.619, -0.759)  -0.44
N (-0.630, -2.416, 0.671)  0.05
C (-0.999, -2.962, 1.832)  -0.01
Zn (0.940, 0.114, -1.058)  0.72
H (-1.585, -3.865, 1.862)  0.14
C (-0.358, -2.295, 2.875)  -0.01
H (-0.332, -2.565, 3.911)  0.11
C (0.333, -1.250, 2.312)  0.00
H (-1.868, -3.632, -0.871)  0.12
C (1.025, 1.577, -2.236)  -0.22
H (1.532, 2.417, -1.809)  -0.02
H (-0.054, 1.619, -2.207)  -0.04
H (1.438, 1.295, -3.176)  -0.04
N (0.045, -2.570, -1.696)  0.01
N (-2.141, -1.398, -1.094)  -0.04
N (1.003, -1.524, -1.717)  -0.10
N (-1.504, -0.172, -1.056)  0.03
C (0.437, -3.594, -2.458)  -0.06
C (-3.458, -1.219, -1.330)  -0.08
H (-0.179, -4.503, -2.481)  0.14
H (-4.132, -2.050, -1.412)  0.11
C (1.640, -3.264, -3.070)  -0.04
C (-3.688, 0.147, -1.468)  -0.05
C (1.933, -1.974, -2.617)  -0.09
C (-2.429, 0.753, -1.279)  -0.13
H (2.213, -3.883, -3.746)  0.10
H (-4.608, 0.647, -1.688)  0.09
H (2.760, -1.348, -2.912)  0.12
H (-2.171, 1.797, -1.328)  0.11
H (1.098, -1.312, 0.418)  0.11
F (2.247, 5.397, 3.776)  0.09
C (1.705, 4.458, 2.982)  -0.16
C (2.404, 3.276, 2.734)  -0.15
F (3.629, 3.087, 3.272)  0.09
C (1.844, 2.317, 1.918)  -0.15
F (2.543, 1.180, 1.647)  0.04
C (0.546, 2.466, 1.336)  -0.33
O (0.022, 1.554, 0.619)  -0.12
C (-0.109, 3.712, 1.596)  -0.14
F (-1.301, 3.934, 1.011)  0.09
C (0.456, 4.679, 2.398)  -0.15
F (-0.186, 5.845, 2.621)  0.10

Computed properties:
- energy relative to the best compared isomer or geometry (same formula, charge and spin) (kcal/mol) = 0.00
- HOMO level (eV) = -6.90
- Kohn-Sham gap (eV) = 6.33

***

# 3
ORCA calculation (ωB97M-V/def2-TZVPD) on a molecular structure, C16H14BrF6FeN4O6S2.

Last column: Mulliken spin population.
Positions of all 50 atoms, in Å:
Fe (0.073, 0.181, 0.327)  1.01
F (-0.618, 4.971, 0.107)  0.00
C (-0.485, 4.452, -1.104)  0.00
F (-1.247, 5.075, -1.967)  0.00
F (0.780, 4.479, -1.476)  0.00
S (-1.039, 2.684, -0.998)  0.00
O (-0.094, 2.091, 0.004)  0.00
O (-2.404, 2.728, -0.558)  0.00
N (-0.786, 2.139, -2.426)  0.00
S (-0.070, 0.772, -2.738)  0.01
O (-0.488, 0.190, -3.950)  0.00
O (-0.128, -0.131, -1.540)  0.01
C (1.747, 1.172, -2.924)  0.00
F (1.877, 2.388, -3.407)  0.00
F (2.328, 1.106, -1.717)  0.00
F (2.288, 0.285, -3.722)  0.00
Br (-2.108, -6.192, -2.714)  0.00
C (-1.304, -4.814, -1.733)  0.00
C (0.059, -4.586, -1.857)  0.00
C (0.649, -3.566, -1.131)  0.00
C (-0.131, -2.784, -0.289)  0.00
C (-1.498, -3.001, -0.173)  0.00
C (-2.083, -4.027, -0.892)  0.00
N (0.505, -1.731, 0.453)  -0.03
C (1.586, -1.990, 1.090)  0.00
C (2.359, -0.831, 1.520)  0.01
C (3.545, -0.867, 2.219)  0.00
C (4.199, 0.334, 2.477)  0.01
C (3.643, 1.516, 2.024)  0.00
C (2.441, 1.483, 1.333)  0.01
N (1.819, 0.331, 1.085)  -0.02
H (0.652, -5.196, -2.524)  0.00
H (1.705, -3.357, -1.251)  0.00
H (-2.092, -2.390, 0.487)  0.00
H (-3.142, -4.224, -0.803)  0.00
H (1.931, -3.009, 1.229)  0.00
H (3.950, -1.814, 2.549)  0.00
H (5.134, 0.340, 3.022)  0.00
H (4.128, 2.465, 2.199)  0.00
H (1.967, 2.384, 0.973)  0.00
N (-3.976, 1.479, 1.564)  0.00
C (-2.865, 1.186, 2.526)  0.00
C (-1.775, 0.500, 1.739)  0.01
O (-0.571, 0.575, 2.113)  -0.02
O (-2.041, -0.068, 0.654)  0.01
H (-4.848, 1.721, 2.038)  0.00
H (-4.128, 0.663, 0.960)  0.00
H (-3.704, 2.238, 0.921)  0.00
H (-3.240, 0.538, 3.318)  0.00
H (-2.503, 2.113, 2.961)  0.00

Computed properties:
- net charge = +2
- HOMO level (spin up / spin down) (eV) = -13.85 / -13.85
- Kohn-Sham gap (spin up / spin down) (eV) = 6.23 / 6.25
- multiplicity = 2

***

no.,maximum force (eV Å⁻¹)
1,4.5
2,7.3
3,0.9